This record from OMol25 describes 2 unconnected molecules or ions with the total composition C3H7IN3 in a non-equilibrium geometry. The level of theory is ωB97M-V/def2-TZVPD.

Last column: Löwdin charge in e.
CARTESIAN COORDINATES (ANGSTROEM)
C: 0.716 0.299 -0.032  -0.691
C: -0.171 2.280 1.795  -0.111
C: 0.491 -1.794 -1.288  0.000
N: -0.664 1.413 1.060  0.051
N: -0.001 -0.680 -0.493  -0.277
N: -1.328 -0.655 -0.297  0.175
I: 2.528 1.064 0.080  1.152
H: 0.876 2.670 1.754  0.042
H: -0.695 3.029 2.320  0.074
H: 0.223 -2.799 -0.880  0.119
H: -0.114 -1.838 -2.201  0.111
H: 1.582 -1.698 -1.492  0.107
H: -1.761 -1.483 -0.610  0.119
H: -1.682 0.191 0.283  0.130

E_LUMO (alpha / beta) = -0.1492 / -0.2675 Ha
Gap between HOMO and LUMO (alpha / beta) = 6.8 / 5.7 eV
Multiplicity = 3
Energy = -579.9301 a.u.
ΔE to the lowest compared entry with this formula, charge and spin = 396.2 kJ/mol
HOMO level (alpha / beta) = -10.9 / -13.0 eV
<S²> = 2.0826
Charge = +1